(1)
10
Properties=species:S:1:pos:R:3:forces:R:3 method="wB97M-V/def2-TZVPD" smiles="CC=S.SCl" spin_multiplicity=1
C -2.2608 -1.4086 -0.5563 0.240 0.436 -4.440
C -0.9160 -0.7866 -0.7155 -0.016 0.746 1.925
S -0.3535 -0.0248 0.6209 0.554 -0.099 -1.254
S 4.6287 -0.1835 -0.7114 -0.130 0.923 -0.053
Cl 4.3070 -0.9232 1.1434 -0.041 0.071 0.090
H -1.9927 -2.4430 -0.6054 -0.539 -1.127 0.156
H -2.7779 -1.1212 0.3033 -0.604 0.343 1.271
H -2.8625 -1.1743 -1.5292 0.696 -0.553 1.691
H 4.3559 1.1480 -0.4500 0.147 -1.003 -0.037
H -0.3508 -0.9609 -1.6540 -0.306 0.262 0.652

---

(2)
16
Properties=species:S:1:pos:R:3:forces:R:3 method="wB97M-V/def2-TZVPD" smiles="C#CO[P@](=N)(F)N[P@@](=N)(O)F" spin_multiplicity=1
C -0.9697 -2.6109 0.4027 -0.771 2.213 0.433
C -1.2971 -1.4832 0.6696 0.396 -2.129 -0.591
N 1.4721 -0.8116 -1.1647 0.129 2.742 1.047
N -2.0956 2.3147 0.7035 1.918 -1.199 -1.555
N 0.2037 1.3726 0.1962 -0.490 -1.802 -1.441
O 2.6786 1.0639 0.1978 -2.063 1.970 0.101
O -1.6728 -0.2927 0.9951 -0.615 0.242 0.993
F 1.2943 -0.4865 1.5686 0.096 0.843 -2.505
F -1.6266 0.3850 -1.3190 -0.031 1.131 1.698
P 1.3770 0.2017 0.0074 0.814 -2.258 1.774
P -1.4663 1.0371 0.1481 1.676 1.511 -0.865
H -0.8475 -3.5266 -0.0624 0.334 -1.238 -0.271
H 1.1783 -1.7132 -0.9357 -0.702 -1.684 0.169
H -2.9771 2.3498 1.0943 -2.174 0.109 0.726
H 0.5115 2.1822 0.6829 -0.182 0.769 0.515
H 3.4931 0.6213 0.1753 1.663 -1.219 -0.227

---

(3)
11
Properties=species:S:1:pos:R:3:forces:R:3 method="wB97M-V/def2-TZVPD" smiles=CC(F)(F)F.O spin_multiplicity=1
F -1.5284 1.6142 0.3192 -0.192 0.283 0.323
F 0.4645 0.8966 0.8060 -0.572 -0.275 0.815
F -1.2217 -0.5169 0.3383 -0.340 -0.675 1.712
C -0.1990 0.5216 -1.3743 0.103 0.793 -0.449
C -0.6579 0.6467 0.0836 1.005 0.154 -3.481
H 0.6087 -0.2280 -1.4223 -0.395 0.312 0.113
H 0.1955 1.4873 -1.7327 -0.127 -0.402 0.166
H -1.0143 0.2037 -2.0457 0.242 0.161 0.513
O 0.8194 -1.6623 1.9158 1.077 0.159 -0.754
H 1.7252 -2.0402 1.8453 -0.984 0.419 0.104
H 0.8080 -0.9226 1.2669 0.183 -0.931 0.938

---

(4)
10
Properties=species:S:1:pos:R:3:forces:R:3 method="wB97M-V/def2-TZVPD" spin_multiplicity=1
C 0.1441 -0.6145 -0.7073 1.170 -1.291 -0.146
C -0.7111 0.5604 -0.8950 -1.006 0.289 2.566
H 0.9919 -0.8625 2.2477 -0.379 0.676 -0.382
H 0.6969 0.6182 1.5918 0.384 1.736 -0.539
H 0.3579 -1.2155 -1.5656 -0.059 -0.313 -0.640
H -0.8157 0.9154 -1.8740 0.221 0.262 -1.634
H -1.7591 0.3861 -0.5211 0.916 0.079 -0.014
N 0.4823 -0.3306 1.5307 0.297 -3.610 0.575
N 0.7509 -1.0497 0.3309 -1.169 1.640 0.421
F -0.1382 1.5928 -0.1380 -0.376 0.532 -0.207

---

(5)
12
Properties=species:S:1:pos:R:3:forces:R:3 method="wB97M-V/def2-TZVPD" spin_multiplicity=1
C 0.1901 -0.2140 0.0758 1.303 -0.527 0.466
C -1.1167 -0.9677 0.3299 0.454 0.837 0.863
H -1.7078 1.4771 -0.6759 -0.044 0.180 0.354
H 0.7884 1.7796 -0.2612 -0.331 -0.061 0.081
H -1.5949 -0.6967 1.2927 0.555 0.042 -0.418
H -0.9032 -2.0108 0.3352 0.106 -0.844 -0.228
H 3.5356 -0.8534 -0.4221 -0.245 0.554 0.122
N 0.0388 1.1245 -0.0815 -0.560 0.026 0.051
N 1.3475 -0.8302 0.0684 -1.914 0.637 -0.183
O -1.2344 1.6576 0.1551 0.560 0.247 -0.519
F -2.0460 -0.6574 -0.6461 -0.124 -0.291 -0.542
S 2.7026 0.1915 -0.1703 0.239 -0.799 -0.048

---

(6)
15
Properties=species:S:1:pos:R:3:forces:R:3 method="wB97M-V/def2-TZVPD" charge=-1 spin_multiplicity=1
C -0.4919 -0.6445 0.1631 -1.627 2.269 -0.966
H 1.2464 0.1740 0.2361 -1.013 -1.481 -1.359
F 0.2189 1.0319 0.7309 0.146 0.639 -0.394
C 0.8865 -0.9132 -0.4445 -5.998 -1.609 4.685
H -1.3118 -0.4960 -0.5538 -0.011 0.296 0.100
N -1.0296 -0.8689 1.4503 2.118 -1.329 -1.757
H -1.7826 -0.2233 1.6523 0.491 -0.121 0.287
H -0.2640 -1.0396 2.1254 -0.939 0.638 -0.118
N 2.9856 -0.7720 0.0103 2.740 -1.797 -0.727
O 3.7563 0.0883 -0.4237 0.443 0.741 0.293
O 3.1381 -1.2005 1.1669 0.099 0.425 0.535
N 0.7409 -1.5259 -1.7809 -1.286 -1.281 -1.172
O 1.0345 -2.7073 -1.9143 0.943 0.439 0.996
O 0.1250 -0.9907 -2.6898 0.229 1.725 0.265
H 0.2823 -1.9493 0.1842 3.664 0.448 -0.668

---

(7)
9
Properties=species:S:1:pos:R:3:forces:R:3 method="wB97M-V/def2-TZVPD" spin_multiplicity=1
C 2.1183 0.4272 0.6717 -0.956 -0.530 1.876
C -1.9820 -0.4895 -0.1760 -0.660 0.405 0.799
O 2.9010 0.3925 -0.3218 1.379 1.721 -1.350
F -2.6323 0.6824 0.0895 -1.082 1.946 0.303
H 1.9783 1.5048 0.8488 -0.419 0.335 -0.210
H -1.4666 -0.6572 0.7804 0.414 -0.863 -0.800
H -1.3903 -0.2367 -1.0403 0.709 -0.782 -0.202
H -2.8103 -1.1680 -0.3835 0.639 -0.703 -0.096
H 3.2838 -0.4554 -0.4687 -0.024 -1.529 -0.321

---

(8)
10
Properties=species:S:1:pos:R:3:forces:R:3 method="wB97M-V/def2-TZVPD" spin_multiplicity=1
C -0.5190 1.2573 0.6705 1.372 -4.535 -0.869
C 0.0869 -0.6012 -0.4183 -2.328 4.009 1.830
O 1.0677 -0.1784 -1.1835 -0.077 1.663 -0.778
O 0.3543 -1.6802 0.3361 0.828 -0.696 -2.670
F -1.0843 -0.6652 -1.2094 0.999 -0.964 0.807
H -0.7912 1.7172 -0.2110 -0.357 1.214 -1.783
H -1.4149 0.8941 1.1734 0.628 0.315 0.693
H 0.4438 1.5645 1.0732 -0.627 -0.006 0.546
H 1.8115 -0.6980 -1.4325 0.604 -1.426 0.197
H 0.0452 -1.6100 1.2015 -1.041 0.425 2.027

---

HOMO-LUMO gap values, unit hartree, following the record order: 0.3135, 0.3860, 0.4417, 0.3729, 0.3395, 0.2196, 0.3484, 0.3446.
Energy relative to the best compared isomer or geometry (same formula, charge and spin) values, unit kJ/mol, following the record order: 176.0, 217.5, 18.1, 133.7, 35.8, 532.5, 334.4, 291.1.